No. 1
77
Properties=species:S:1:pos:R:3 method="wB97M-V/def2-TZVPD" homo_lumo_gap_ev="2.65 / 5.86" e_above_lowest_kj_mol=329.7 multiplicity=6
Ru 0.8556 -0.5340 -0.4332
C 5.3987 0.2571 0.0080
C 5.8792 -1.0087 0.4055
C 5.0293 -2.0798 0.4125
C 3.6777 -1.9157 0.0224
N 3.2280 -0.6740 -0.3386
C 4.0694 0.3572 -0.3440
C 2.7327 -2.9749 -0.0588
C 3.0046 -4.3087 0.3199
C 2.0514 -5.2773 0.1546
C 0.8103 -4.9365 -0.4079
C 0.5861 -3.6192 -0.7402
N 1.4989 -2.6586 -0.5679
H 6.0452 1.1223 -0.0296
H 6.9162 -1.1332 0.6907
H 5.3943 -3.0557 0.6991
H 3.6519 1.3083 -0.6495
H 3.9637 -4.5580 0.7509
H 2.2572 -6.2966 0.4566
H 0.0245 -5.6642 -0.5443
H -0.3576 -3.3078 -1.1530
Cl 1.5142 2.7108 6.2485
C 1.3682 1.7119 4.8338
C 1.0892 0.3483 4.9851
C 0.9573 -0.4381 3.8704
Cl 0.6265 -2.1265 4.0485
C 1.0603 0.0728 2.5454
O 0.8467 -0.7076 1.5632
C 1.3776 1.4664 2.4331
C 1.5678 2.1068 1.1780
O 1.5058 1.6402 0.0389
C 1.5217 2.2567 3.5932
H 0.9720 -0.0827 5.9690
H 1.8101 3.1803 1.2417
H 1.7573 3.3091 3.4919
O -2.1750 -3.2392 0.7333
C -2.1008 -2.0441 0.5185
O -1.3857 -1.4272 -0.3613
C -2.9535 -1.0339 1.3057
C -4.1738 -0.6253 0.7858
C -4.8732 0.4625 1.3251
C -4.2987 1.0982 2.3975
O -4.7434 2.2145 3.0769
C -3.8145 2.4207 4.1351
O -2.7442 1.5008 3.9795
C -3.0951 0.6746 2.9385
C -2.3994 -0.3883 2.4177
H -4.5911 -1.1560 -0.0614
H -5.8295 0.7807 0.9299
H -4.3076 2.2577 5.0992
H -3.4290 3.4435 4.0895
H -1.4590 -0.7125 2.8440
N -2.8964 2.7289 -3.1849
C -2.7989 2.2873 -1.7462
C -1.3548 1.8446 -1.5008
N -1.1643 1.1454 -0.2701
H -3.7943 3.1547 -3.4023
H -2.7439 1.9243 -3.7974
H -2.1506 3.3982 -3.3831
H -3.4822 1.4525 -1.5917
H -3.0945 3.1134 -1.1011
H -0.6822 2.7071 -1.5552
H -1.0849 1.1516 -2.3012
H -1.6596 0.2481 -0.2401
H -1.3123 1.6861 0.5718
Cl -1.2824 -2.0966 -3.6542
C -0.4711 -0.7359 -4.3355
C -0.7453 -0.3425 -5.6261
C -0.1328 0.7832 -6.1666
C 0.7522 1.5253 -5.3901
C 1.0302 1.1364 -4.0995
Cl 2.1021 2.0762 -3.1214
C 0.4564 -0.0361 -3.4896
N 0.7159 -0.4191 -2.2611
H -1.4425 -0.9246 -6.2144
H -0.3227 1.0716 -7.1915
H 1.2401 2.4027 -5.7949

=====

No. 2
78
Properties=species:S:1:pos:R:3 method="wB97M-V/def2-TZVPD" homo_lumo_gap_ev="5.52 / 6.70" total_charge=+1 e_above_lowest_kj_mol=52.1 multiplicity=5
Mn 0.1714 -0.4434 -0.3808
Cl -0.1784 -1.1998 -2.5508
C 1.3937 -1.1869 -3.4312
C 1.3593 -1.8268 -4.6525
C 2.5290 -1.8382 -5.3956
C 3.6719 -1.2090 -4.9137
C 3.6500 -0.5603 -3.6901
C 2.4965 -0.5531 -2.8997
P 2.3591 0.3961 -1.3451
C 2.9097 2.0279 -1.9100
C 2.1544 2.6453 -2.9066
C 2.5536 3.8608 -3.4251
C 3.7080 4.4754 -2.9436
C 4.4500 3.8671 -1.9459
C 4.0547 2.6375 -1.4238
C 3.6357 -0.2010 -0.2106
C 4.5838 -1.1672 -0.5239
C 5.5296 -1.5383 0.4262
C 5.5126 -0.9676 1.6887
C 4.5542 -0.0081 2.0103
C 3.6196 0.3800 1.0640
H 0.4520 -2.2881 -5.0203
H 2.5382 -2.3267 -6.3614
H 4.5774 -1.2100 -5.5054
H 4.5319 -0.0361 -3.3405
H 1.2453 2.1791 -3.2746
H 1.9670 4.3355 -4.2009
H 4.0218 5.4297 -3.3470
H 5.3431 4.3447 -1.5645
H 4.6411 2.1773 -0.6394
H 4.5915 -1.6476 -1.4944
H 6.2768 -2.2810 0.1748
H 6.2456 -1.2673 2.4268
H 4.5422 0.4438 2.9941
H 2.8868 1.1490 1.3060
O 0.5849 -0.8988 5.4161
C 1.0468 -2.0430 4.9206
O 1.3227 -2.9772 5.6183
C 1.2017 -2.1287 3.4304
C 1.7220 -3.2134 2.7464
Cl 2.2987 -4.6862 3.3390
N 1.6534 -2.9589 1.4176
N 1.1174 -1.7454 1.2090
C 0.8332 -1.2498 2.4003
C 0.2450 0.1251 2.3864
O 0.0538 0.7805 3.3867
O -0.0166 0.5580 1.1781
C 2.1471 -3.7103 0.2899
C 3.3800 -4.3313 0.3381
C 3.8444 -4.9868 -0.7946
C 3.0930 -5.0108 -1.9606
C 1.8472 -4.3940 -1.9868
C 1.3688 -3.7536 -0.8556
H 0.3998 -0.2345 4.7136
H 3.9893 -4.2872 1.2304
H 4.8102 -5.4732 -0.7617
H 3.4677 -5.5210 -2.8385
H 1.2326 -4.4403 -2.8779
H 0.3747 -3.3348 -0.8434
Cl -3.3106 -1.3361 -1.5516
Si -2.1219 -1.2320 0.0992
Cl -1.8394 -3.1239 0.8151
Cl -3.0693 -0.1272 1.5046
C -1.0088 4.6563 -1.2937
N -1.2471 4.1823 0.0469
C -2.5629 4.2830 0.6731
C -2.3435 3.6502 2.0598
N -0.9293 3.2948 2.0131
C -0.3360 3.5755 0.8370
S 1.2657 3.2356 0.4641
H -1.4745 5.6337 -1.4275
H -1.4239 3.9726 -2.0409
H 0.0651 4.7414 -1.4440
H -3.3072 3.7443 0.0831
H -2.8735 5.3262 0.7384
H -2.9662 2.7688 2.2135
H -2.5404 4.3561 2.8641
H -0.4893 2.6520 2.6523

=====

No. 3
69
Properties=species:S:1:pos:R:3 method="wB97M-V/def2-TZVPD" homo_lumo_gap_ev="5.05 / 5.06" total_charge=+1 e_above_lowest_kj_mol=86.1
Pd 0.7118 0.3343 0.3008
Cl 0.7389 7.3663 -0.5845
C 1.0794 5.6720 -0.6194
C 2.3610 5.2465 -0.8546
C 2.6720 3.8869 -0.8757
I 4.6351 3.2392 -1.1942
C 1.7122 2.8901 -0.6802
O 2.0005 1.6264 -0.7252
C 0.3707 3.3533 -0.4155
N -0.5594 2.3993 -0.1837
C -1.7970 2.7499 0.0839
C -2.1984 4.0901 0.1790
C -1.2795 5.0760 -0.0589
C 0.0506 4.7331 -0.3815
H 3.1397 5.9795 -1.0164
H -2.5038 1.9389 0.2240
H -3.2205 4.3258 0.4404
H -1.5516 6.1213 -0.0067
C 1.7899 0.9134 5.1483
C 0.9896 0.7163 3.8598
C 1.1852 1.9344 2.9583
C 1.4326 -0.5959 3.1932
C 1.2356 -1.8075 4.1224
O 0.4820 -2.7480 3.3383
C 0.1971 -2.1883 2.1625
N 0.6578 -1.0026 1.9960
C -0.5718 -3.0524 1.2467
C -0.9825 -4.2837 1.7752
C -1.6724 -5.2028 1.0097
C -1.9659 -4.9132 -0.3125
C -1.5803 -3.6961 -0.8441
C -0.8875 -2.7554 -0.0856
P -0.4043 -1.2368 -0.9757
C -1.8867 -0.7198 -1.8605
C -1.7338 0.0436 -3.0198
C -2.8518 0.5165 -3.6847
C -4.1205 0.2560 -3.1837
C -4.2733 -0.4709 -2.0106
C -3.1604 -0.9527 -1.3422
C 0.7907 -1.8206 -2.2167
C 0.3964 -2.4028 -3.4200
C 1.3551 -2.8526 -4.3125
C 2.7036 -2.7280 -4.0100
C 3.1004 -2.1544 -2.8111
C 2.1480 -1.6934 -1.9175
H 1.5277 1.8672 5.6041
H 2.8613 0.9194 4.9350
H 1.5949 0.1315 5.8823
H -0.0748 0.6274 4.1061
H 2.2391 2.0726 2.7047
H 0.8383 2.8359 3.4630
H 0.5925 1.8471 2.0450
H 2.4792 -0.4852 2.8932
H 0.6446 -1.5598 5.0028
H 2.1630 -2.2852 4.4281
H -0.7517 -4.5116 2.8033
H -1.9737 -6.1450 1.4464
H -2.4890 -5.6309 -0.9299
H -1.8199 -3.4679 -1.8739
H -0.7412 0.2585 -3.3962
H -2.7341 1.0936 -4.5919
H -4.9933 0.6228 -3.7072
H -5.2617 -0.6589 -1.6132
H -3.2790 -1.5232 -0.4291
H -0.6534 -2.4977 -3.6660
H 1.0448 -3.2944 -5.2502
H 3.4467 -3.0723 -4.7170
H 4.1528 -2.0548 -2.5822
H 2.4526 -1.2207 -0.9922